# C45H39F3NNiP3

C45H39F3NNiP3 as an isolated structure (ωB97M-V with the def2-TZVPD basis set, OMol25).

Each line ends with the Mulliken charge.
CARTESIAN COORDINATES (ANGSTROEM)
Ni: -0.66042 -2.03636 -0.72377  1.0352
C: 0.94237 -2.21952 2.11329  -1.7016
C: 1.95093 -1.81396 1.00677  0.5545
P: 1.78512 -2.77254 -0.58761  0.0841
C: 1.38834 -1.48992 -1.90402  0.2869
C: 0.51570 -1.97587 -3.00762  -0.1467
C: 0.03899 -1.17251 -3.95301  -1.4605
C: 0.23073 0.30340 -3.88612  -0.1162
C: 1.27050 0.81642 -2.83958  -1.1974
C: 1.81288 -0.22577 -1.90087  -0.6951
C: 3.55190 -3.04401 -1.06343  0.7724
C: 3.82630 -4.15056 -1.86273  -0.4349
C: 5.11299 -4.38940 -2.33049  -0.6146
C: 6.14537 -3.52887 -1.99078  -0.4533
C: 5.88570 -2.42675 -1.18450  -0.8161
C: 4.59796 -2.18589 -0.72744  -0.2170
P: -0.83267 -2.57760 1.66164  0.5503
C: -1.48122 -2.90384 3.35270  0.6082
C: -1.70172 -1.88783 4.28283  -0.3225
C: -2.17420 -2.17922 5.55327  -0.8082
C: -2.42718 -3.49772 5.91315  -0.5003
C: -2.21177 -4.51661 4.99748  -0.6268
C: -1.74677 -4.22029 3.72143  -0.5029
C: -1.60605 -0.97175 1.19854  -0.5094
C: -0.81890 0.29587 1.37239  0.2272
C: -1.64491 1.60647 1.53336  -0.6838
C: -2.90098 1.32927 -0.64377  -1.3357
C: -3.25063 0.05219 -0.45932  -1.2867
C: -2.66289 -1.02494 0.35341  -0.5710
H: 1.01206 -1.51788 2.94865  0.6536
H: 1.23428 -3.19577 2.51595  0.5517
H: 2.95706 -1.98766 1.39144  0.9622
H: 1.84028 -0.75403 0.78839  -0.9589
H: 0.35326 -3.04304 -3.08202  0.6879
H: -0.55132 -1.58177 -4.76485  0.3588
H: 0.40424 0.72043 -4.87926  0.5790
H: 2.08540 1.39753 -3.27616  0.5870
H: 2.51767 0.11430 -1.14816  0.4731
H: 3.02299 -4.83299 -2.11704  0.4003
H: 5.30739 -5.25358 -2.95301  0.3949
H: 7.14996 -3.71613 -2.34786  0.3697
H: 6.68818 -1.75247 -0.91281  0.4054
H: 4.41440 -1.31595 -0.10676  0.2256
H: -1.50231 -0.85629 4.01241  0.2641
H: -2.34399 -1.38002 6.26404  0.4415
H: -2.79628 -3.72729 6.90460  0.3836
H: -2.41675 -5.54367 5.27143  0.4062
H: -1.60316 -5.01380 2.99688  0.4309
H: -0.17997 0.21664 2.26006  0.5146
H: -0.99408 2.33655 2.03184  0.9840
H: -3.45077 1.87550 -1.40431  0.4490
H: -4.05070 -0.29984 -1.10226  0.4135
H: -3.13982 -1.98860 0.20918  1.0424
N: -0.00889 0.33101 0.14799  0.5833
P: -0.16098 1.77261 -0.48400  -1.5140
C: 0.15930 1.81053 -2.27674  3.3534
C: 0.39587 3.23522 -2.70884  -0.7737
C: -0.40238 3.85601 -3.57470  -0.8668
C: -1.58419 3.20374 -4.16545  -0.7145
C: -1.82395 1.91185 -3.96237  -1.4154
C: -0.90527 1.06104 -3.14558  0.5438
C: 1.00089 2.98296 0.23715  0.2503
C: 2.18827 2.43136 0.71959  -0.6743
C: 3.16440 3.23501 1.29216  -0.9192
C: 2.95600 4.60155 1.40718  -0.6898
C: 1.77270 5.15976 0.94349  -0.8440
C: 0.80232 4.35866 0.35811  -0.1921
C: -1.88754 2.16589 0.10922  2.9822
C: -2.86255 1.46257 2.39129  -1.1389
C: -3.69634 2.48074 2.69838  -0.4488
C: -3.67622 3.79736 2.16548  -0.7616
C: -3.04433 4.27347 0.98873  -0.4027
C: -2.30937 3.60654 0.06048  -1.3117
H: 1.25233 3.74695 -2.28812  0.5239
H: -0.18582 4.87981 -3.85653  0.4404
H: -2.24445 3.79621 -4.78619  0.4533
H: -2.68632 1.43247 -4.41335  0.5254
H: -1.47783 0.34821 -2.55358  -0.3584
H: 2.33231 1.35845 0.67323  0.2148
H: 4.07989 2.79033 1.66055  0.4605
H: 3.71096 5.23014 1.86154  0.3873
H: 1.60214 6.22456 1.03632  0.4472
H: -0.10487 4.81662 -0.00596  0.5220
H: -3.04731 0.49151 2.83818  0.3193
H: -4.46779 2.28200 3.43483  0.4260
H: -4.30941 4.51777 2.66889  0.3285
H: -3.25310 5.31288 0.75594  0.4021
H: -2.07003 4.13715 -0.85652  0.6250
F: -2.60650 -3.01111 -2.52121  -0.3155
C: -1.75325 -3.50176 -1.52083  -0.0147
F: -1.10777 -4.54056 -2.15047  -0.2932
F: -2.63447 -4.14158 -0.67387  -0.2776

Calculated values
<S²>: 2.06
energy: -125844.320 eV
gap between HOMO and LUMO (spin up / spin down): 7.3 / 6.1 eV
2S+1: 3
E_LUMO (spin up / spin down): 0.000 / -0.035 hartree
energy relative to the best compared isomer or geometry (same formula, charge and spin): 0.00 kcal per mole

---

# C7H7NO4

One molecule with the formula C7H7NO4 (ωB97M-V with the def2-TZVPD basis set, OMol25).

Each line ends with the Mulliken charge.
CARTESIAN COORDINATES (ANGSTROEM)
C: -2.13292 0.11920 -0.66991  -0.0757
C: -0.64674 0.09736 -0.40886  0.6537
C: 0.07809 1.28083 -0.21427  -0.5898
C: 1.43778 1.09619 -0.05866  0.1058
C: 2.10429 -0.05858 -0.07044  -0.2855
C: 1.47776 -1.25441 -0.21089  1.3809
C: 0.02695 -1.13973 -0.35520  -0.6247
H: -2.33076 -0.96463 1.91096  0.2746
H: -3.62563 0.10962 0.14262  0.2544
H: -0.50415 2.20372 -0.10278  0.3183
H: 1.90503 3.09730 0.45127  0.2739
H: 3.42417 -0.05680 0.12739  -0.0542
H: 3.14677 -2.14076 0.05452  0.3722
H: -0.48254 -2.27600 -0.82176  0.1246
N: -2.93431 -0.28180 0.39913  -0.0842
O: -2.45768 -0.18542 1.69861  -0.2770
O: -2.64191 0.40777 -1.85450  -0.6227
O: 2.16149 2.31946 0.17659  -0.5443
O: 1.99432 -2.37332 -0.19383  -0.6002

Calculated values
energy: -17044.691 eV
gap between HOMO and LUMO: 8.7 eV
2S+1: 1
E_LUMO: 0.004 hartree
SMILES string: O=C(NO)c1cc(O)cc(O)c1
energy relative to the best compared isomer or geometry (same formula, charge and spin): 152.65 kcal per mole

---

# C10H15B

A 2-piece molecular cluster, C10H15B overall (ωB97M-V with the def2-TZVPD basis set, OMol25).

Each line ends with the Mulliken charge.
CARTESIAN COORDINATES (ANGSTROEM)
B: 0.07718 -2.26576 -1.00854  -0.0641
C: 1.34113 -1.68704 -0.34148  -0.9690
C: -1.20525 -1.73182 -0.40188  -0.7704
C: 1.60060 -0.52273 0.25050  0.7830
C: -1.46582 -0.54114 0.15634  0.5933
C: 0.68623 0.61983 -0.12602  1.0894
C: -0.64120 0.57506 -0.11553  1.0411
C: 2.80188 -0.38585 1.09546  -1.2323
C: -2.75350 -0.36744 0.88249  -1.8300
C: 1.34087 1.85059 -0.64080  -1.6641
C: -1.42391 1.75531 -0.51478  -1.8579
H: 0.10690 -3.05016 -1.95516  -0.0938
H: 2.45916 -2.67124 -0.10376  -0.0817
H: -2.04102 -2.31326 -0.55181  0.4717
H: 3.43467 0.47905 0.90363  0.2801
H: 3.28247 -1.38956 1.09702  0.3923
H: 2.50324 -0.11894 2.16004  0.2723
H: -3.71702 -0.63630 0.46561  0.4582
H: -3.01419 0.66230 1.28540  0.3565
H: -2.84157 -0.80977 1.78972  0.4358
H: 0.77629 2.08843 -1.58323  0.3427
H: 2.33400 1.69616 -1.06026  0.4384
H: 1.29323 2.62985 0.03939  0.3798
H: -2.46098 1.53559 -0.41682  0.5349
H: -1.24455 2.04688 -1.53670  0.3876
H: -1.22885 2.55197 0.23118  0.3063

Calculated values
energy: -11285.468 eV
gap between HOMO and LUMO: 8.5 eV
2S+1: 1
E_LUMO: 0.001 hartree
energy relative to the best compared isomer or geometry (same formula, charge and spin): 48.15 kcal per mole

---

# CH6N2S

A 2-piece molecular cluster, CH6N2S overall (ωB97M-V with the def2-TZVPD basis set, OMol25).

Each line ends with the Mulliken charge.
CARTESIAN COORDINATES (ANGSTROEM)
C: 0.00253 -0.79257 0.15369  -0.4772
N: -1.27884 1.22983 0.20559  -0.5630
N: -0.82291 0.06802 -0.42853  0.0537
S: 2.57061 0.17595 -0.05949  -0.4951
H: 0.09722 -0.81628 1.22042  0.2826
H: 0.38472 -1.60026 -0.43684  0.3677
H: -0.96556 1.23687 1.17211  0.2576
H: -2.29593 1.26551 0.16826  0.2505
H: -0.77986 0.17144 -1.43542  0.2865
H: 3.08802 -0.93849 -0.55979  0.0368

Calculated values
energy: -14946.941 eV
gap between HOMO and LUMO (spin up / spin down): 7.5 / 7.5 eV
2S+1: 1
E_LUMO (spin up / spin down): 0.001 / 0.001 hartree
energy relative to the best compared isomer or geometry (same formula, charge and spin): 61.03 kcal per mole

---

How do the records compare in strongest force on any atom? In the order shown, they have 0.016; 0.290; 0.097; 0.035 hartree/bohr.